[1]
ORCA calculation (wB97M-V/def2-TZVPD) on C22H39AlCl3N3O3Si as an isolated structure.

CARTESIAN COORDINATES (ANGSTROEM)
1 C 2.58512 -2.21202 -2.48549
2 C 1.92710 -1.49101 -3.62147
3 H 2.58422 -3.29433 -2.65167
4 H 2.07645 -1.99164 -1.53979
5 H 3.63384 -1.89761 -2.37916
6 C 1.71564 -2.02686 -4.83301
7 C 2.23134 -3.36029 -5.26009
8 H 1.13906 -1.48591 -5.58420
9 H 2.10769 -4.12913 -4.48452
10 H 3.29945 -3.32171 -5.52446
11 H 1.69280 -3.68545 -6.15874
12 Al 0.27151 -0.15580 4.17541
13 Cl 1.93025 1.08713 4.99648
14 Cl 1.44284 -0.85391 2.38720
15 C -0.02028 2.28965 2.91324
16 O -0.65915 1.29524 3.37914
17 N -0.57908 3.29337 2.24825
18 C -2.01300 3.34792 1.96713
19 C 0.23960 4.30654 1.58540
20 H 1.06375 2.34901 3.06074
21 H -2.58225 2.78137 2.70743
22 H -2.22124 2.98476 0.95035
23 H -2.29589 4.40547 1.98245
24 H 1.24588 4.28546 2.01421
25 H -0.23706 5.28311 1.72788
26 H 0.28982 4.12181 0.50364
27 H 0.18484 -4.67286 3.65529
28 H -0.38879 -2.79781 1.77700
29 C -0.85188 -4.57480 4.00685
30 C -1.39737 -3.11811 2.08948
31 N -1.43006 -3.32480 3.53374
32 H -0.87258 -4.58947 5.09857
33 C -1.40694 -2.23346 4.31070
34 O -1.34123 -1.05364 3.83009
35 H -2.12022 -2.34258 1.81337
36 H -1.47657 -2.38351 5.39817
37 H -1.44310 -5.40110 3.60470
38 H -1.65608 -4.06597 1.61524
39 O 0.24227 -0.32314 -2.46946
40 C 1.39632 -0.10908 -3.27874
41 C -0.10039 0.69508 -5.19627
42 C 1.10567 0.77425 -4.48744
43 H -0.90814 0.05181 -4.82350
44 C -0.24273 1.42876 -6.38414
45 H 2.16611 0.38460 -2.66511
46 C 2.12910 1.62684 -4.92270
47 H -1.18838 1.37947 -6.93081
48 C 0.81293 2.21468 -6.86021
49 C 1.99838 2.31801 -6.12153
50 H 3.02723 1.69419 -4.30393
51 H 0.70677 2.76697 -7.79221
52 H 2.81535 2.94636 -6.47231
53 Si -0.75638 0.53542 -1.44813
54 Cl 1.02845 -2.17161 5.18710
55 C -2.50328 0.11254 -1.91589
56 C -0.42494 2.36538 -1.57724
57 C -0.42818 -0.14881 0.23692
58 H -2.68662 0.29067 -2.98203
59 H -3.19651 0.72954 -1.32791
60 H -2.70661 -0.94329 -1.69154
61 H -0.34264 -1.24316 0.19458
62 H -1.17761 0.13083 0.98894
63 H 0.54747 0.25509 0.54390
64 H -0.52709 2.69795 -2.62054
65 H 0.58643 2.63315 -1.24078
66 H -1.13827 2.94892 -0.97725
67 C -1.29747 0.51243 8.54484
68 C -0.84405 0.22301 7.20201
69 N -0.50532 0.07364 6.10248
70 H -2.21948 1.10734 8.49696
71 H -0.53381 1.08858 9.08511
72 H -1.50298 -0.41348 9.09728

Forces on atoms 1 to 6 (eV/Å):
0.3 -0.1 0.0
-0.5 0.0 -0.9
0.0 0.2 0.2
0.1 0.0 -0.2
-0.2 0.0 0.0
0.2 0.3 0.6

Properties
HOMO, eV: -8.0
Energy relative to the best compared isomer or geometry (same formula, charge and spin), eV: 0.000
HOMO-LUMO gap, eV: 8.3
Lowest unoccupied orbital energy, eV: 0.32
Net charge: 0
Spin multiplicity: 1

[2]
ORCA calculation (wB97M-V/def2-TZVPD) on a 2-piece molecular cluster, C6H11Br overall.

CARTESIAN COORDINATES (ANGSTROEM)
1 C 1.29353 -1.38964 -1.04183
2 C 1.39408 0.09854 -0.78860
3 C 0.74335 2.11577 0.37095
4 C -2.04211 -1.56501 0.56004
5 C 0.66853 0.68102 0.18216
6 C -1.89640 -0.24876 0.50740
7 Br -2.35134 0.87888 2.03136
8 H 2.29686 -1.74741 -1.37611
9 H 1.12080 -1.86487 -0.09998
10 H 1.73902 0.70409 -1.73933
11 H 1.35239 2.64772 -0.47809
12 H 1.17358 2.49499 1.35169
13 H -0.24870 2.52576 0.43945
14 H 0.49571 -1.55411 -1.72888
15 H -2.34957 -2.09385 1.49447
16 H -2.11033 -2.07099 -0.34142
17 H 0.23194 0.08770 1.01932
18 H -1.51134 0.30018 -0.36260

Forces on atoms 1 to 6 (eV/Å):
2.2 1.0 0.5
-1.4 0.3 -2.0
1.1 3.1 0.0
-1.3 -7.9 2.9
2.5 -1.2 0.4
0.9 9.8 0.0

Properties
HOMO (spin up / spin down), eV: -5.8 / -9.1
<S²>: 2.01
Energy relative to the best compared isomer or geometry (same formula, charge and spin), eV: 0.249
HOMO-LUMO gap (spin up / spin down), eV: 6.6 / 6.5
Lowest unoccupied orbital energy (spin up / spin down), eV: 0.83 / -2.58
Net charge: 0
Spin multiplicity: 3

[3]
ORCA calculation (wB97M-V/def2-TZVPD) on one molecule with the formula C4H7N3.

CARTESIAN COORDINATES (ANGSTROEM)
1 C 1.71336 -1.04801 0.63478
2 N 1.74688 0.05339 0.02191
3 C 0.62233 0.71082 -0.45222
4 C 0.76005 1.94524 -0.94414
5 C -0.67730 -0.16336 -0.77034
6 N -1.24249 0.16857 0.32935
7 N -2.06333 -0.70189 0.97194
8 H 0.80534 -1.56976 0.93757
9 H 2.67036 -1.45658 0.96514
10 H -0.06628 2.46779 -1.39016
11 H 1.73468 2.39223 -1.00350
12 H -0.76792 -1.16468 -1.22086
13 H -2.49386 -1.41774 0.37717
14 H -2.74182 -0.21601 1.54337

Forces on atoms 1 to 6 (eV/Å):
0.1 0.0 0.4
0.7 0.1 0.2
-0.4 -0.7 -4.3
0.0 -0.4 0.0
2.3 1.7 3.0
-1.7 -1.0 0.7

Properties
HOMO, eV: -8.3
Energy relative to the best compared isomer or geometry (same formula, charge and spin), eV: 3.963
SMILES: C=NC(=C)/C=N/N
HOMO-LUMO gap, eV: 9.1
Lowest unoccupied orbital energy, eV: 0.82
Net charge: 0
Spin multiplicity: 1

[4]
ORCA calculation (wB97M-V/def2-TZVPD) on a 2-piece molecular cluster, C6H13NO2S2 overall.

CARTESIAN COORDINATES (ANGSTROEM)
1 C -0.22566 2.16911 1.11144
2 C 0.47049 0.41097 2.09621
3 C 1.05424 1.35761 1.04455
4 C -1.27535 -1.51927 -2.39523
5 C -0.84083 -1.79227 -0.00813
6 C -0.33434 -1.93432 -1.36937
7 N -0.80808 1.12541 2.04976
8 O 2.58680 1.36569 -1.09021
9 O -0.01801 1.01154 -1.25497
10 S 1.10436 -2.69377 -1.57959
11 S 1.17584 0.45407 -0.61396
12 H -0.25271 3.17854 1.58574
13 H -0.63987 2.29021 -0.01748
14 H 0.46165 -0.65307 1.89990
15 H 1.11737 0.56512 3.02791
16 H 1.99381 1.81614 1.15526
17 H -1.04481 -1.93819 -3.42663
18 H -1.40554 -0.51784 -2.61118
19 H -2.25934 -1.85503 -2.19316
20 H -1.82349 -2.18775 0.09315
21 H -1.04911 -0.72838 0.43730
22 H -0.10088 -2.25780 0.75715
23 H -1.14790 1.59335 2.76634
24 H 3.26138 0.73993 -1.46482

Forces on atoms 1 to 6 (eV/Å):
-1.1 0.5 -1.7
1.9 1.3 2.3
-0.6 -1.1 -1.2
0.3 -2.2 -3.4
1.2 1.4 3.7
0.9 -0.8 0.3

Properties
HOMO (spin up / spin down), eV: -8.5 / -8.5
Energy relative to the best compared isomer or geometry (same formula, charge and spin), eV: 0.787
HOMO-LUMO gap (spin up / spin down), eV: 8.4 / 8.4
Lowest unoccupied orbital energy (spin up / spin down), eV: -0.12 / -0.12
Net charge: 0
Spin multiplicity: 1

[5]
ORCA calculation (wB97M-V/def2-TZVPD) on C36H41IN2OPtSSi as an isolated structure.

CARTESIAN COORDINATES (ANGSTROEM)
1 Pt -0.86217 0.99806 -1.21480
2 I -3.05678 0.60426 -3.32809
3 C -1.49636 -0.29485 -4.38702
4 C -1.83633 -1.13167 -5.40983
5 C -0.82191 -1.72820 -6.18917
6 C 0.48099 -1.42321 -5.94320
7 C 0.84440 -0.53389 -4.90048
8 C 2.20381 -0.17832 -4.70823
9 C 2.54379 0.70709 -3.73279
10 C 1.55598 1.21669 -2.86192
11 C 0.22964 0.85826 -2.94639
12 C -0.14781 0.01652 -4.04896
13 H -2.87596 -1.32629 -5.63299
14 H -1.09054 -2.40370 -6.99018
15 H 1.27071 -1.84792 -6.55137
16 H 2.95222 -0.60435 -5.36547
17 H 3.57639 1.00959 -3.60641
18 H 1.86093 1.90651 -2.08801
19 C -5.01677 0.83006 -0.24332
20 C -3.98083 1.36146 0.70799
21 C -4.26450 1.49708 2.04881
22 C -3.28765 2.05952 2.88424
23 C -2.10579 2.50142 2.36412
24 C -1.85949 2.35242 0.96481
25 N -2.80445 1.74475 0.18189
26 N -0.75810 2.71930 0.31982
27 Si 0.39259 3.89551 0.85270
28 C 1.50011 3.42628 2.28884
29 C 1.49050 4.32810 -0.59009
30 C -0.58853 5.42054 1.33271
31 H -5.99710 0.80936 0.22946
32 H -4.77098 -0.17920 -0.57523
33 H -5.06787 1.46519 -1.12791
34 H -5.22253 1.18485 2.43952
35 H -3.47542 2.14524 3.94838
36 H -1.33665 2.92005 2.99709
37 H 2.22342 2.67970 1.96140
38 H 0.95314 3.01278 3.13951
39 H 2.05038 4.30232 2.64275
40 H 2.30409 3.60593 -0.68108
41 H 1.93631 5.31598 -0.45362
42 H 0.92660 4.33194 -1.52484
43 H -1.18599 5.25973 2.23198
44 H -1.27393 5.68143 0.52330
45 H 0.06352 6.27859 1.51497
46 C 4.38176 0.30192 0.16003
47 S 2.69662 -0.29970 0.05475
48 O 1.83520 0.91778 0.12385
49 C 2.66153 -1.02635 1.69387
50 C 3.31717 -2.22484 1.94586
51 C 3.29725 -2.74768 3.22841
52 C 2.61508 -2.08220 4.24067
53 C 1.94276 -0.90005 3.97026
54 C 1.95853 -0.36638 2.68673
55 H 4.43761 0.99080 1.00185
56 H 4.59249 0.82065 -0.77415
57 H 5.06567 -0.53470 0.29231
58 H 3.84127 -2.74142 1.14998
59 H 3.80730 -3.67842 3.43874
60 H 2.59755 -2.49739 5.23974
61 H 1.39798 -0.39290 4.75579
62 H 1.43935 0.55054 2.43947
63 C -0.56520 -2.36593 -1.70011
64 C -1.14212 -1.90863 -0.36370
65 C -2.68614 -2.09365 -0.41708
66 C -0.89675 -0.46589 -0.13262
67 C -0.61242 -2.73343 0.81803
68 C -1.05294 -2.45256 2.11214
69 C -0.64395 -3.21807 3.19066
70 C 0.21789 -4.28977 2.99800
71 C 0.66862 -4.57401 1.72017
72 C 0.26231 -3.79796 0.64029
73 H -0.96949 -1.74534 -2.49155
74 H -0.83731 -3.40292 -1.90547
75 H 0.52121 -2.26382 -1.72190
76 H -3.08640 -1.59531 -1.29755
77 H -3.17475 -1.68129 0.46619
78 H -2.89967 -3.16206 -0.47123
79 H -0.91753 -0.17129 0.92150
80 H -1.74194 -1.63316 2.28497
81 H -1.00491 -2.98126 4.18311
82 H 0.53758 -4.89204 3.83810
83 H 1.33697 -5.40890 1.55265
84 H 0.62676 -4.04731 -0.34562

Forces on atoms 1 to 6 (eV/Å):
-1.3 1.3 -0.2
-0.2 0.1 -0.3
0.1 0.1 0.1
0.1 0.0 -0.1
-0.1 0.0 0.0
0.1 0.0 0.0

Properties
HOMO, eV: -6.6
Energy relative to the best compared isomer or geometry (same formula, charge and spin), eV: 4.205
HOMO-LUMO gap, eV: 5.9
Lowest unoccupied orbital energy, eV: -0.71
Net charge: 0
Spin multiplicity: 1

| no. | maximum force (eV/Å) |
| --- | --- |
| 1 | 2.78 |
| 2 | 9.80 |
| 3 | 4.34 |
| 4 | 6.11 |
| 5 | 2.08 |